{"formula": "C30H23F3N8O3STi", "method": "ωB97M-V/def2-TZVPD", "total_charge": 1, "spin_multiplicity": 2, "s2": 0.755, "de_lowest_kcal_mol": 22.0, "e_homo_ev": [-10.724, -10.735], "gap_ev": [6.51, 6.34], "species": ["C", "C", "H", "O", "N", "C", "O", "C", "N", "N", "C", "C", "C", "F", "H", "H", "H", "C", "H", "C", "C", "C", "N", "H", "H", "N", "H", "C", "H", "H", "C", "O", "C", "C", "H", "C", "C", "H", "S", "C", "C", "H", "H", "C", "H", "H", "H", "N", "C", "H", "C", "C", "H", "Ti", "N", "H", "H", "F", "C", "C", "H", "F", "H", "C", "C", "C", "N", "C", "C"], "coordinates": [[2.697, 2.122, 2.550], [0.200, 1.764, -3.130], [-4.174, -1.396, -2.578], [0.297, 0.737, -2.375], [2.072, -0.230, -0.434], [1.625, 1.603, 1.839], [-1.069, 2.135, -0.508], [0.127, -2.531, -2.043], [6.084, 1.281, 0.082], [-0.256, 0.227, 1.443], [-2.307, -0.597, 0.652], [0.307, 0.553, 3.733], [0.138, -2.865, 1.496], [1.459, 0.820, -4.899], [-0.143, -3.804, 3.393], [1.057, -1.113, -3.162], [-1.743, -5.944, 0.044], [-1.803, -0.413, 3.136], [-1.932, 4.598, -1.064], [-2.537, 4.057, -0.334], [-3.613, -1.067, 0.735], [5.045, -1.941, -1.007], [1.405, 1.937, 0.553], [-1.871, -0.466, -2.592], [-2.771, -0.801, 3.415], [0.522, -1.964, -3.184], [0.745, -2.062, 1.891], [-1.463, -0.269, 1.801], [-0.699, 2.668, -1.253], [-5.318, -1.721, -0.387], [-1.676, 3.057, 0.412], [0.079, 2.933, -2.793], [2.181, 2.853, -0.024], [-1.247, -5.079, 0.462], [-2.275, 2.465, 1.107], [-1.055, -4.944, 1.827], [-0.752, -4.087, -0.369], [-0.894, 3.566, 0.985], [-0.708, -4.073, -2.112], [4.556, -0.678, -0.579], [3.525, 3.043, 1.932], [0.361, -2.416, -4.066], [4.390, 3.438, 2.445], [0.274, 1.397, -4.634], [1.951, 3.101, -1.054], [2.887, 1.802, 3.565], [-1.420, -5.710, 2.498], [0.296, -2.026, -0.844], [3.242, 3.445, 0.635], [-1.117, -0.197, 5.154], [-0.885, -0.054, 4.108], [3.224, -0.441, -0.503], [-3.345, 3.549, -0.859], [0.227, 0.347, -0.426], [5.411, -2.976, -1.352], [0.989, 0.925, 4.484], [3.861, 4.174, 0.133], [0.112, 2.432, -5.431], [-2.388, -0.659, -1.660], [0.574, 0.732, 2.388], [-4.080, -1.196, 1.701], [-0.692, 0.490, -4.912], [-2.969, 4.779, 0.358], [-3.672, -1.166, -1.650], [-0.344, -3.860, 2.331], [-0.108, -2.944, 0.128], [-1.719, -0.373, -0.542], [-4.301, -1.357, -0.426], [5.427, 0.387, -0.227]], "atomic_forces_ev_per_a": [[-0.259, -0.219, 0.133], [0.228, 0.209, -0.126], [0.024, 0.039, -0.021], [-0.253, 0.225, -0.964], [2.231, -0.525, 0.092], [0.359, 0.392, -0.203], [-0.097, 0.482, -0.283], [-0.034, -0.296, 0.081], [-0.086, -0.013, -0.008], [-1.280, 0.070, 3.190], [-0.500, -0.158, -0.585], [0.001, -0.060, 0.149], [0.001, 0.051, -0.071], [-0.095, -0.017, 0.007], [0.008, 0.005, -0.011], [-0.043, 0.131, -0.010], [0.002, -0.021, 0.063], [-0.228, -0.061, -0.058], [-0.048, 0.053, 0.001], [0.100, -0.165, -0.001], [0.263, 0.064, 0.316], [-0.059, -0.157, -0.014], [0.342, 0.261, 0.405], [0.054, 0.003, 0.018], [0.035, -0.050, 0.001], [-0.047, -0.057, 0.006], [-0.005, 0.032, 0.023], [0.646, 0.147, 0.356], [0.026, -0.134, -0.033], [0.008, -0.024, 0.039], [-0.045, 0.002, 0.165], [-0.131, -0.230, 0.056], [-0.032, -0.004, -0.108], [0.000, -0.001, -0.101], [0.023, -0.030, -0.014], [-0.015, -0.052, 0.015], [0.055, 0.136, 0.031], [0.015, -0.041, 0.003], [0.040, 0.129, 0.030], [0.069, 0.080, -0.004], [0.067, 0.070, -0.218], [0.051, -0.003, -0.014], [-0.018, 0.000, 0.046], [-0.101, -0.165, 0.091], [-0.016, -0.044, -0.007], [0.009, 0.022, -0.002], [-0.005, 0.004, -0.008], [-0.001, -0.006, -0.283], [0.108, -0.046, 0.198], [-0.009, 0.021, 0.009], [0.113, 0.073, -0.151], [-0.215, -0.205, -0.046], [-0.005, 0.025, -0.013], [0.493, 0.788, -2.210], [-0.012, 0.029, -0.003], [0.017, 0.015, -0.027], [-0.010, -0.009, -0.046], [0.023, 0.084, -0.009], [0.033, 0.067, -0.087], [-0.344, -0.226, -0.159], [-0.006, -0.059, -0.020], [0.121, 0.087, -0.005], [0.014, 0.004, 0.015], [-0.157, -0.053, 0.211], [0.002, 0.022, 0.052], [-0.064, -0.283, 0.015], [-1.499, -0.618, 0.285], [0.007, 0.013, -0.276], [0.134, 0.193, 0.096]]}

***

{"formula": "C53H69InN2O2P2Si", "method": "ωB97M-V/def2-TZVPD", "total_charge": 0, "spin_multiplicity": 1, "de_lowest_kcal_mol": 0.0, "e_homo_ev": -7.419, "gap_ev": 8.04, "species": ["H", "C", "C", "H", "C", "H", "H", "H", "C", "H", "C", "H", "H", "H", "H", "C", "H", "C", "C", "H", "H", "C", "C", "C", "C", "C", "C", "C", "H", "H", "H", "C", "C", "C", "Si", "P", "C", "H", "C", "H", "C", "H", "C", "C", "C", "C", "C", "C", "H", "H", "H", "H", "H", "H", "C", "H", "C", "H", "H", "H", "H", "H", "H", "C", "H", "H", "C", "H", "H", "H", "H", "H", "C", "H", "C", "C", "H", "C", "C", "C", "H", "C", "C", "H", "C", "C", "H", "N", "N", "H", "H", "H", "H", "C", "H", "H", "H", "H", "H", "C", "In", "H", "O", "H", "H", "H", "C", "H", "C", "C", "C", "H", "C", "H", "C", "H", "C", "H", "H", "C", "H", "O", "H", "H", "H", "H", "H", "C", "C", "P"], "coordinates": [[-1.699, -2.484, -1.500], [1.769, -3.964, 3.878], [3.479, -2.804, -1.486], [0.701, 4.332, 1.389], [-2.711, 2.572, 2.402], [0.940, -0.565, -2.308], [0.963, 4.728, -0.893], [-0.489, -1.757, -2.317], [2.420, -4.341, 2.715], [5.094, 2.755, -0.251], [-0.588, 2.116, -2.231], [2.910, -5.306, 2.656], [1.696, 0.711, 4.578], [2.881, 1.623, -0.335], [-1.644, 2.371, -2.345], [1.089, -1.882, 2.832], [4.635, -1.278, -2.475], [1.741, 3.776, 3.164], [-0.270, -4.268, -0.349], [6.730, -0.637, 1.822], [1.154, 2.001, -3.482], [-1.022, -5.307, 1.687], [-1.892, -0.478, -3.951], [2.440, -3.489, 1.620], [-3.589, -1.260, 0.100], [3.476, -0.128, 0.795], [-1.266, -0.566, 4.339], [-0.008, 2.796, -0.978], [-3.747, 5.081, 2.267], [-4.162, 5.070, -0.046], [3.197, -3.844, -1.677], [5.824, -0.053, 1.641], [-4.472, 4.322, 1.959], [-4.143, -0.025, -4.606], [-0.198, -0.485, 2.773], [-0.819, 1.965, 0.491], [2.190, -1.978, -1.252], [0.642, -6.043, 0.448], [-0.422, 4.783, -2.528], [6.893, 1.776, 1.194], [0.186, 2.512, -3.487], [2.167, 4.762, 3.305], [-5.560, -2.057, 1.292], [1.462, 1.508, 3.877], [4.872, 1.937, 0.440], [-5.516, -2.078, -1.102], [1.081, -2.761, 3.916], [2.025, 2.760, 4.066], [5.174, -2.913, -2.810], [1.030, 2.458, -0.903], [1.746, -1.115, -4.577], [0.144, 4.399, -4.572], [-2.048, 2.938, 3.188], [0.495, -2.517, 4.794], [-4.285, -1.510, 1.286], [-3.035, 3.238, -0.978], [-4.244, -1.494, -1.120], [4.137, 0.646, -1.111], [-5.636, -0.489, -3.164], [1.769, -4.619, 4.741], [-6.006, -2.314, -2.039], [1.458, 4.280, -3.414], [4.502, 2.382, 1.367], [0.330, 2.273, 1.894], [6.555, 0.762, -0.212], [1.342, -2.672, -1.231], [-4.413, 4.122, 0.435], [1.309, -2.594, -3.723], [-3.800, -1.300, 2.234], [-1.833, 4.096, 1.129], [-0.671, -0.398, 5.241], [2.677, 2.943, 4.910], [4.751, -0.944, 1.009], [-3.822, 2.056, 0.059], [-4.161, 3.011, 2.675], [1.931, -1.014, -2.424], [-1.740, -1.546, 4.399], [4.284, -2.294, -2.680], [-0.358, -5.624, 0.349], [-0.033, 4.336, -1.116], [4.558, -1.811, 1.644], [-4.579, -0.519, -3.388], [-6.161, -2.379, 0.085], [4.120, -2.805, -0.608], [3.454, -2.321, -3.968], [3.785, 1.038, -0.150], [2.650, -0.190, -2.417], [-0.829, -3.297, 0.429], [-1.384, -1.592, -1.869], [-0.361, 2.156, -4.363], [-2.663, 1.477, 2.416], [-6.062, -2.262, 2.229], [-4.863, 0.321, -5.337], [-1.304, -3.816, 1.594], [-1.956, -5.841, 1.855], [-4.320, 3.115, 3.749], [-0.726, 4.791, -0.406], [-0.942, -6.303, -0.272], [-7.131, -2.859, 0.065], [-3.375, 3.055, 0.043], [-1.423, -1.026, 0.576], [-1.487, 4.605, -2.698], [0.222, -4.080, -1.452], [3.201, 0.299, 1.763], [-0.260, 5.859, -2.620], [5.135, -1.298, 0.048], [6.139, 1.134, 0.731], [5.470, 0.318, 2.609], [2.027, -1.768, -3.747], [1.831, -2.237, 1.678], [-2.210, 3.073, 1.033], [3.392, -3.351, -4.325], [0.403, 4.040, -3.575], [2.927, -3.820, 0.713], [-3.699, -1.030, -2.430], [3.969, -1.745, -4.739], [-2.786, 0.020, -4.881], [-2.426, 0.428, -5.817], [-5.394, 3.821, 0.062], [0.602, 1.243, 2.807], [-4.855, 2.245, 2.316], [-1.888, -3.151, 2.442], [-0.826, -0.459, -4.156], [-5.457, 4.690, 2.251], [-0.551, 1.032, -2.098], [-2.050, 0.192, 4.309], [-0.368, -5.487, 2.540], [-2.334, -1.029, -2.752], [0.909, 3.529, 2.084], [1.888, -1.011, 0.312]], "atomic_forces_ev_per_a": [[0.008, -0.079, -0.152], [0.019, -0.026, 0.030], [0.069, 0.069, -0.034], [-0.011, 0.009, -0.002], [-0.075, 0.063, -0.061], [0.189, 0.149, -0.007], [-0.029, 0.041, 0.061], [-0.118, -0.128, 0.002], [0.005, -0.106, 0.008], [-0.025, 0.017, 0.043], [0.201, -0.017, -0.011], [0.018, 0.009, -0.005], [-0.007, 0.030, 0.010], [-0.029, -0.008, -0.061], [-0.028, -0.054, -0.009], [0.041, 0.120, -0.250], [0.023, 0.008, -0.022], [0.065, 0.035, 0.008], [-0.142, -0.121, 0.234], [-0.011, 0.012, 0.058], [-0.010, -0.038, -0.025], [0.043, 0.008, -0.080], [0.103, -0.040, 0.039], [0.051, 0.052, 0.027], [0.714, 0.090, 0.346], [-0.198, -0.074, -0.358], [0.190, -0.135, -0.236], [-0.229, -0.286, 0.012], [-0.009, 0.012, 0.018], [-0.037, -0.007, -0.030], [-0.030, -0.018, 0.008], [0.074, -0.033, -0.191], [-0.059, -0.098, -0.035], [-0.023, 0.016, -0.016], [-0.184, -0.134, -0.070], [0.035, 0.553, -0.119], [-0.033, 0.508, 0.332], [0.024, 0.023, -0.041], [0.160, -0.036, 0.021], [0.033, -0.015, -0.054], [-0.070, 0.079, 0.051], [0.003, -0.007, -0.023], [-0.012, 0.014, 0.063], [0.039, -0.006, 0.044], [0.125, -0.114, -0.197], [0.059, 0.008, -0.110], [0.024, 0.062, 0.040], [0.000, -0.040, -0.021], [0.043, 0.049, 0.019], [0.018, -0.003, 0.029], [-0.044, -0.024, -0.019], [0.076, 0.018, -0.010], [0.019, -0.043, 0.010], [0.035, -0.005, 0.012], [-0.099, -0.021, -0.119], [-0.018, -0.043, -0.013], [-0.079, 0.025, 0.101], [-0.058, 0.009, -0.006], [-0.010, -0.023, 0.045], [-0.037, -0.011, -0.010], [0.005, -0.003, -0.014], [0.008, 0.005, -0.026], [-0.052, 0.061, 0.063], [0.079, -0.198, -0.094], [0.038, 0.019, 0.003], [0.327, 0.276, -0.073], [0.055, -0.030, 0.062], [-0.013, -0.002, -0.029], [-0.046, -0.094, 0.050], [0.010, -0.004, 0.048], [-0.001, 0.020, 0.007], [0.004, 0.003, -0.013], [0.009, 0.110, 0.219], [0.014, -0.016, -0.060], [0.047, 0.094, -0.034], [-0.008, -0.130, -0.047], [-0.002, 0.004, 0.022], [-0.086, -0.113, -0.007], [-0.001, 0.051, 0.049], [-0.118, -0.012, -0.042], [0.025, -0.018, -0.050], [0.036, 0.022, -0.036], [-0.019, 0.008, 0.042], [-0.072, -0.123, -0.031], [-0.012, 0.044, 0.092], [-0.030, 0.135, 0.170], [-0.079, 0.073, -0.030], [-0.200, 0.389, -0.154], [0.191, 0.014, 0.398], [0.045, -0.021, -0.012], [0.023, -0.005, 0.080], [-0.005, 0.001, -0.010], [0.004, 0.082, 0.043], [-0.145, -0.258, 0.354], [-0.001, 0.013, 0.029], [-0.032, -0.069, 0.001], [0.047, 0.020, 0.033], [0.023, 0.008, -0.040], [-0.012, 0.029, -0.005], [0.027, 0.158, -0.006], [-0.541, 0.183, 0.076], [-0.015, 0.033, -0.011], [-0.370, -0.517, -0.102], [-0.111, 0.104, 0.172], [-0.058, 0.005, -0.003], [-0.022, -0.007, 0.041], [-0.123, 0.051, 0.188], [0.013, -0.041, 0.024], [0.102, 0.021, 0.007], [-0.218, -0.035, 0.177], [0.066, -0.344, -0.155], [0.025, 0.013, -0.041], [-0.112, -0.019, 0.011], [0.054, 0.038, 0.019], [0.094, 0.039, 0.011], [-0.013, -0.029, -0.030], [-0.023, -0.015, -0.001], [0.019, -0.011, -0.002], [-0.003, 0.028, -0.016], [-0.069, -0.249, -0.154], [-0.011, -0.020, 0.047], [0.145, -0.172, -0.206], [-0.020, -0.061, -0.022], [0.022, 0.050, 0.004], [-0.042, 0.083, 0.009], [0.030, 0.046, -0.017], [-0.039, 0.021, 0.026], [-0.208, 0.135, -0.192], [-0.018, 0.044, -0.043], [0.568, -0.211, -0.043]]}